Entry 1:
{"formula": "C29H46N8O6S", "method": "ωB97M-V/def2-TZVPD", "smiles": "[H]/N=C(/C)CC1(C/C(C)=N\\[H])OS(=O)(=O)O[C@@H]1CCCCCCOC(=O)C=C.CC#N.CC#N.CC#N.CC#N.CC#N.CC#N", "charge": 0, "gap_ev": 9.486, "symbols": ["C", "C", "C", "O", "O", "C", "C", "C", "C", "C", "C", "C", "O", "S", "O", "O", "O", "C", "C", "C", "C", "N", "C", "C", "C", "N", "H", "H", "H", "H", "H", "H", "H", "H", "H", "H", "H", "H", "H", "H", "H", "H", "H", "H", "H", "H", "H", "H", "H", "H", "H", "H", "H", "H", "C", "C", "N", "H", "H", "H", "C", "C", "N", "H", "H", "H", "C", "C", "N", "H", "H", "H", "C", "C", "N", "H", "H", "H", "C", "C", "N", "H", "H", "H", "C", "C", "N", "H", "H", "H"], "xyz": [[2.66851, 3.06399, 3.17931], [3.25343, 1.85813, 3.05833], [4.31012, 1.60791, 2.07065], [4.60968, 2.41484, 1.23462], [4.92817, 0.39271, 2.16128], [4.22774, -0.66387, 1.47116], [3.80184, -0.28354, 0.05792], [3.56006, -1.50855, -0.83151], [2.15809, -2.11788, -0.62536], [1.08357, -1.66156, -1.62506], [1.11089, -0.17308, -2.05382], [-0.15914, 0.64938, -1.81379], [-1.07224, 0.63418, -2.91993], [-2.44684, -0.07445, -2.45326], [-3.56010, 0.71941, -2.82324], [-2.36706, -1.41524, -2.92951], [-2.23472, -0.04994, -0.88175], [-0.97278, 0.60593, -0.51727], [-0.23435, 0.10751, 0.74151], [-0.76978, -1.06163, 1.56327], [-1.33527, -2.32113, 0.97566], [-0.70354, -1.01152, 2.83412], [-1.43748, 2.07612, -0.24239], [-2.75258, 2.18230, 0.52453], [-3.91182, 2.84037, -0.18590], [-2.93366, 1.79364, 1.72315], [1.61522, 3.14869, 3.42992], [3.20596, 4.00123, 3.14109], [2.96089, 1.06540, 3.74255], [3.33330, -0.88203, 2.06697], [4.85599, -1.55033, 1.50194], [4.57790, 0.35330, -0.36843], [2.89082, 0.30997, 0.14511], [4.29789, -2.26744, -0.56657], [3.69528, -1.23803, -1.87891], [2.24186, -3.20238, -0.71753], [1.86438, -1.94780, 0.41419], [1.17247, -2.28099, -2.51555], [0.10831, -1.87407, -1.19147], [1.24979, -0.15747, -3.13556], [1.93929, 0.39450, -1.64081], [0.22530, 1.67489, -1.81402], [-0.19662, 0.95137, 1.42411], [0.80278, -0.08523, 0.46653], [-0.70216, -3.18474, 1.17512], [-2.28021, -2.50509, 1.47953], [-1.57134, -2.26782, -0.08122], [-0.29069, -0.13504, 3.15445], [-1.61569, 2.51617, -1.22711], [-0.63307, 2.66503, 0.20250], [-4.10405, 3.76708, 0.34910], [-4.78462, 2.21016, -0.02155], [-3.71227, 3.01444, -1.23273], [-2.08185, 1.39514, 2.11507], [-5.16922, -5.01570, 2.11748], [-4.53001, -4.26260, 1.04683], [-4.02520, -3.66889, 0.20350], [-5.98689, -5.60851, 1.71245], [-4.44402, -5.67845, 2.58525], [-5.56094, -4.32974, 2.86589], [6.28030, 5.95785, 3.71185], [4.84923, 6.04680, 3.96835], [3.72039, 6.10468, 4.16967], [6.68561, 5.07457, 4.20205], [6.45780, 5.88601, 2.64058], [6.77997, 6.84319, 4.09977], [-5.05156, -2.93536, -2.82685], [-6.07250, -3.77378, -3.44300], [-6.87508, -4.43723, -3.92861], [-5.47069, -2.41354, -1.96996], [-4.22119, -3.54836, -2.49034], [-4.68555, -2.20680, -3.54565], [7.86630, 0.04340, 4.59158], [6.89641, 0.60217, 5.52453], [6.12774, 1.04249, 6.25473], [8.04532, -1.00496, 4.82151], [7.48035, 0.12635, 3.57628], [8.80556, 0.58830, 4.66306], [-6.04475, -5.98832, -7.00599], [-6.39576, -6.73413, -8.20855], [-6.67219, -7.32196, -9.15521], [-5.08194, -6.32809, -6.62961], [-5.98312, -4.92638, -7.23369], [-6.79886, -6.13777, -6.23614], [-0.99326, 6.01867, -1.78038], [-2.40041, 5.72325, -1.53785], [-3.50796, 5.48794, -1.34679], [-0.67036, 6.83163, -1.13314], [-0.38685, 5.13813, -1.57438], [-0.85226, 6.31219, -2.81864]], "forces_ev_per_angstrom": [[-0.0544, -0.2673, 0.2750], [-0.3610, 0.2208, 0.3773], [0.5518, 0.7745, 0.8986], [0.2905, 0.0188, -0.3131], [0.1791, -0.3713, -0.3303], [-0.7136, 0.0999, 0.3755], [0.4611, -0.1498, -0.0396], [-0.4880, 0.0267, 0.3787], [0.3408, -0.1914, -0.1003], [0.1015, 0.3230, 0.2894], [-0.6868, -0.8673, -0.2140], [1.7934, 1.3772, -0.1447], [-1.0018, -0.3074, 1.1046], [0.4724, -0.8136, -1.0416], [0.0868, 0.2692, 0.2072], [-0.1794, -0.0897, 0.3610], [0.6480, -0.4512, -0.0801], [-0.8961, 1.4264, 0.2934], [-0.4041, -0.4668, -0.3151], [0.2898, 0.0023, 0.5509], [-0.3860, 0.1431, -0.1901], [0.0671, -0.0275, -0.2129], [-0.2168, -0.1181, -0.7529], [-0.0975, 0.0510, 0.4694], [0.2210, -0.5784, 0.8059], [0.2959, 0.0041, -0.3099], [0.2633, -0.0815, 1.0907], [-0.1028, 0.0809, -1.3242], [-0.6279, -0.4485, -0.8076], [0.0227, -0.2255, -0.0020], [0.2787, 0.1600, -0.0511], [-0.0187, 0.0392, -0.0209], [0.0635, 0.1863, -0.1403], [0.1566, 0.0345, -0.2298], [0.1107, -0.0891, -0.0446], [-0.1028, -0.0288, 0.0209], [-0.1550, 0.0675, -0.0180], [-0.0604, -0.0125, -0.0377], [-0.0692, -0.1890, -0.1396], [0.0629, 0.2601, -0.0154], [0.0721, -0.1112, 0.1313], [-0.0199, 0.0206, -0.1750], [0.1130, 0.0030, 0.0441], [-0.0048, -0.2076, -0.0404], [0.1918, 0.0984, -0.0137], [0.0245, -0.0352, 0.0390], [0.0959, 0.0018, -0.0604], [-0.0526, 0.0218, 0.0356], [-0.0095, 0.0836, 0.0119], [0.0276, -0.1276, 0.2077], [-0.0620, 0.1748, -0.2810], [-0.0681, -0.0205, -0.2586], [-0.2383, 0.0433, -0.0827], [-0.0690, -0.0286, 0.1083], [-0.0120, -0.0011, 0.0184], [0.0282, 0.0549, -0.1269], [-0.1574, -0.1503, 0.0594], [-0.0044, -0.0034, 0.0046], [-0.0022, -0.0038, 0.0085], [-0.0027, -0.0027, 0.0073], [0.0279, 0.0025, -0.0013], [-0.1112, 0.0028, 0.0406], [0.0956, 0.0274, -0.0336], [0.0013, -0.0010, 0.0011], [0.0049, -0.0107, -0.0016], [0.0103, -0.0007, 0.0012], [-0.1048, -0.0088, -0.1306], [-0.1028, -0.0650, -0.0304], [0.0915, 0.0144, -0.0081], [0.0289, 0.0030, 0.0403], [0.0405, 0.0256, 0.0501], [-0.0011, -0.0043, -0.0069], [-0.0046, 0.0164, -0.0810], [-0.0976, 0.0249, 0.0649], [0.0465, -0.0028, -0.0640], [-0.0044, -0.0014, 0.0111], [-0.0114, -0.0109, -0.0036], [0.0090, -0.0073, 0.0029], [-0.0293, -0.0220, 0.0093], [-0.0201, -0.0548, -0.0897], [0.0245, 0.0359, 0.0585], [0.0028, 0.0065, 0.0145], [-0.0103, 0.0125, 0.0246], [0.0124, 0.0487, 0.0279], [-0.0071, 0.0027, 0.0010], [-0.1164, 0.0096, 0.0065], [0.2007, 0.3476, -0.1588], [0.0141, 0.0003, 0.0002], [0.0125, 0.0061, -0.0020], [0.0121, 0.0015, -0.0033]]}

***

Entry 2:
{"formula": "C29H47BrCl15F2N3O2P", "method": "ωB97M-V/def2-TZVPD", "charge": 1, "gap_ev": 6.489, "symbols": ["C", "C", "C", "Br", "C", "C", "C", "C", "C", "O", "C", "C", "C", "C", "F", "N", "N", "C", "C", "C", "C", "C", "O", "F", "C", "C", "C", "C", "N", "P", "C", "C", "C", "H", "H", "H", "H", "H", "H", "H", "H", "H", "H", "H", "H", "H", "H", "H", "H", "H", "H", "H", "H", "H", "H", "H", "H", "H", "H", "H", "H", "H", "H", "H", "H", "H", "H", "H", "H", "H", "H", "H", "H", "H", "H", "C", "Cl", "Cl", "Cl", "H", "C", "Cl", "Cl", "Cl", "H", "C", "Cl", "Cl", "Cl", "H", "C", "Cl", "Cl", "Cl", "H", "C", "Cl", "Cl", "Cl", "H"], "xyz": [[2.18074, 1.70841, -2.61285], [1.42010, 0.85613, -1.76013], [0.49251, -0.07115, -0.72815], [1.88568, -0.31697, 0.75068], [-0.92123, 0.61090, -0.14857], [-1.02941, 1.03991, 1.41931], [-0.53423, 2.52596, 1.85318], [1.01432, 2.92900, 1.58701], [1.37954, 4.51629, 1.95440], [2.84691, 4.73997, 2.01009], [3.34446, 5.43356, 0.81702], [-1.82967, 1.58065, -1.06593], [-1.44596, 3.11008, -1.33079], [-2.12927, 3.53900, -2.79788], [-0.05862, 3.54758, -1.31983], [-1.75720, -0.69741, -0.27091], [-2.97415, -0.99615, 0.30539], [-4.17222, -0.81303, -0.56907], [-5.31848, 0.21298, 0.05157], [-1.28726, -1.77788, -1.03692], [-2.01190, -3.22953, -1.35527], [-2.39246, -3.42984, -2.97162], [-1.68494, -4.35006, -3.63223], [-3.48136, -2.71099, -3.67134], [0.22880, -1.39320, -1.64545], [0.31063, -1.35905, -3.27423], [-0.80879, -0.45689, -4.04473], [-0.46744, -0.58620, -5.67478], [-0.26959, 0.78296, -6.33681], [1.19183, -3.04529, -1.30370], [0.83269, -3.64741, 0.52210], [3.07971, -2.84192, -1.33277], [3.70241, -1.85930, -2.47512], [2.70974, 2.69195, -3.00981], [-2.19595, 1.05347, 1.68879], [-0.58624, 0.24065, 2.18794], [-1.20575, 3.41829, 1.43094], [-0.69525, 2.59247, 3.03653], [1.44343, 2.60990, 0.51911], [1.66972, 2.29718, 2.36056], [1.00681, 4.64454, 3.08180], [0.80117, 5.28835, 1.29301], [2.53640, 5.97895, 0.17240], [3.95673, 4.67987, 0.13346], [4.10040, 6.27986, 1.18613], [-2.07948, 1.07402, -2.11817], [-2.89643, 1.62313, -0.52263], [-2.03448, 3.78911, -0.54346], [-3.12335, 2.89353, -2.93523], [-1.38482, 3.44238, -3.69462], [-2.50565, 4.65408, -2.65796], [-2.97243, -1.86687, 0.87352], [-3.95184, -0.43679, -1.65591], [-4.70492, -1.86869, -0.68420], [-6.04853, -0.39811, 0.77118], [-5.97826, 0.73373, -0.77403], [-4.73235, 1.01591, 0.68688], [-3.06911, -3.35565, -0.81308], [-1.40503, -4.17271, -1.03850], [0.13558, -2.48457, -3.63663], [1.35541, -1.06936, -3.73159], [-1.92289, -0.68865, -3.78412], [-0.60940, 0.68468, -3.77440], [-1.25919, -1.25735, -6.22407], [0.57845, -1.15086, -5.79152], [-1.02761, 1.40850, -5.94778], [-0.44154, 0.59650, -7.36079], [0.14573, -2.89706, 1.10877], [1.81939, -3.89826, 1.09901], [0.22155, -4.66811, 0.44374], [3.52881, -3.92767, -1.55048], [3.44549, -2.60076, -0.22200], [3.67567, -0.72018, -2.19303], [4.86186, -2.13496, -2.55665], [3.26611, -2.09448, -3.55203], [0.93875, -5.10246, 4.45563], [0.13062, -3.75187, 3.64191], [-0.09601, -6.54071, 4.45084], [2.49460, -5.45285, 3.68354], [1.12618, -4.81657, 5.49379], [1.26083, 3.20667, -9.24477], [1.38593, 4.32774, -10.61110], [-0.07396, 3.67346, -8.17718], [1.04463, 1.54514, -9.82110], [2.19150, 3.25467, -8.67364], [2.56062, -6.81177, 7.96102], [3.17182, -7.91026, 6.71240], [3.55317, -6.91975, 9.42475], [2.51993, -5.14600, 7.35842], [1.54039, -7.11147, 8.21391], [1.46998, 3.86598, 6.20433], [0.66185, 5.21657, 5.39062], [0.43522, 2.42773, 6.19954], [3.02583, 3.51559, 5.43225], [1.65741, 4.15187, 7.24250], [-1.03408, -0.30477, 8.73437], [0.55532, -1.01711, 9.05948], [-1.17718, 1.27956, 9.51458], [-1.30845, -0.16595, 6.98936], [-1.79902, -0.96452, 9.15179]], "forces_ev_per_angstrom": [[-5.8080, -5.1432, 6.8827], [4.3090, 6.7208, -5.0611], [2.5075, 2.2322, -3.1041], [-1.3986, -0.2023, -0.8066], [-0.7638, -0.7630, 0.3271], [-0.9275, 0.2734, 1.2813], [0.2544, 1.4099, 0.7257], [1.5805, -0.5385, 0.4170], [-0.8081, -1.1172, 1.5014], [-2.1887, 0.7556, -2.0196], [1.5054, 0.5862, -0.3892], [-0.5654, -0.1800, -0.6817], [-1.6976, 1.9159, -0.8548], [-0.5826, 0.4303, 1.2374], [-2.4632, -1.3330, 0.1138], [1.3124, -6.3402, -2.9368], [-1.7118, 0.9901, 0.7728], [-2.6499, -0.2646, -0.8021], [0.3056, -0.3654, 0.7022], [1.7425, 2.8216, -0.3055], [-2.4170, 0.7396, -0.1005], [4.0432, -5.0608, -4.0735], [-5.5116, 6.7911, 4.3947], [3.2263, -1.8761, 2.7244], [-1.8878, -0.7466, 1.9015], [-1.2242, -0.5763, -1.3753], [1.2468, 1.1969, -0.7115], [0.5887, -0.8429, 0.3895], [-1.6184, -1.4542, 0.4735], [0.4542, -1.2776, 0.6291], [-0.7203, -0.4473, 0.2588], [1.5891, -0.1675, 0.7258], [1.4030, -0.4004, -0.0433], [-1.3078, -2.8097, 0.9299], [2.4693, -0.2164, -0.9197], [-0.6355, 1.6382, -2.0980], [1.1959, -2.2506, 0.6458], [0.2827, -0.2740, -2.5645], [-1.2395, 0.9112, 2.1789], [-1.3403, 1.3811, -1.6358], [0.8318, -0.1755, -2.7233], [1.2819, -1.4384, 0.9870], [1.2286, -1.2135, 1.3211], [-1.3560, 1.5351, 1.3479], [-1.5975, -1.9194, -0.7695], [0.9961, 0.9158, 2.3189], [2.4331, -0.0625, -1.0518], [1.7019, -1.5598, -1.5233], [2.2931, 1.2932, 0.0985], [-1.4541, 0.0634, 1.8069], [1.0115, -2.2950, -0.6269], [0.2396, 1.1188, -0.8057], [0.2110, -0.8594, 2.1596], [1.1293, 2.1409, 0.0952], [1.6937, 1.4820, -1.5336], [1.5204, -1.1461, 1.5895], [-1.4083, -1.4858, -1.2521], [2.3497, 0.6534, -1.0501], [-0.5925, 2.1492, -0.9530], [0.3961, 2.4203, 0.9791], [-2.0146, -0.3291, 1.5863], [2.0476, 0.1204, -0.5060], [-0.4080, -2.3427, -0.4958], [1.3191, 1.2819, 1.1711], [-2.2897, 1.0960, 0.3522], [0.9968, -0.8640, -1.0716], [0.1125, 0.8021, 1.4480], [1.6292, -1.3957, -0.9967], [-1.9254, 0.7811, -0.9992], [1.3549, 2.1320, 0.1244], [-1.3685, 2.1794, 0.3991], [-0.6007, -0.1769, -2.5950], [-0.3451, -2.3370, -0.6647], [-2.5216, 0.5940, 0.2006], [0.7384, 0.6384, 2.3886], [0.0233, -0.1485, 0.0509], [-0.0424, -0.0259, 0.3145], [0.1504, 0.2121, 0.0528], [-0.2178, 0.0857, 0.1206], [-0.1315, -0.1225, -0.5279], [0.1175, 0.0779, -0.0373], [0.0113, -0.1816, 0.2403], [0.1328, 0.0109, -0.0900], [0.0474, 0.1423, 0.0765], [-0.3448, -0.0352, -0.1898], [0.0319, -0.3575, 0.1471], [-0.1519, 0.1778, 0.1565], [-0.2220, 0.0588, -0.2543], [0.1438, -0.0107, 0.3318], [0.3480, 0.1313, -0.0998], [0.1803, -0.0236, 0.0271], [0.0021, -0.0150, 0.4307], [0.1593, 0.2407, 0.0351], [-0.2398, 0.0724, 0.1013], [-0.0952, -0.0984, -0.3599], [0.0351, 0.0254, 0.2248], [-0.2322, 0.0543, -0.0580], [-0.0241, -0.2562, -0.1080], [-0.1283, -0.1930, 0.1016], [0.2635, 0.2358, -0.1721]]}

***

| no. | total energy (eV) |
| --- | --- |
| 1 | -65854.8009 |
| 2 | -311978.3292 |